No. 1
A structure of composition C33H42As2MnNSSi2Te. Source: OMol25; level of theory: ωB97M-V/def2-TZVPD.

LUMO energy (alpha / beta): 0.09 / 0.02 eV
molar mass: 873.327 g mol⁻¹
2S+1: 5
energy above the lowest of the compared OMol25 structures with the same formula, charge and spin: 23.37 kcal/mol

The geometry in XYZ format:
```
83
Properties=species:S:1:pos:R:3:lowdin_spin:R:1
Mn -0.54 0.22 0.22 4.175
C -0.54 -0.16 4.18 0.003
As -1.22 -0.82 2.48 0.003
C -3.13 -0.95 2.86 -0.001
C -0.71 -2.70 2.55 0.001
C -0.87 -3.38 3.76 0.000
C -0.44 -4.68 3.91 0.000
C 0.16 -5.33 2.84 0.000
C 0.30 -4.68 1.62 0.000
C -0.14 -3.36 1.46 0.000
As -0.05 -2.53 -0.32 0.035
C -1.07 -3.93 -1.25 0.016
C 1.72 -3.04 -0.99 0.004
H -1.11 -0.58 5.01 0.000
H -0.62 0.92 4.17 0.000
H 0.51 -0.44 4.27 0.000
H -3.30 -1.57 3.74 0.000
H -3.63 -1.39 2.00 0.000
H -3.52 0.06 3.04 0.000
H -1.32 -2.87 4.60 0.000
H -0.56 -5.19 4.85 0.000
H 0.52 -6.35 2.94 0.000
H 0.77 -5.20 0.80 0.000
H -2.13 -3.79 -1.07 0.000
H -0.77 -4.92 -0.91 0.002
H -0.89 -3.86 -2.33 0.000
H 2.03 -4.00 -0.60 0.001
H 2.45 -2.27 -0.75 0.000
H 1.63 -3.11 -2.08 0.000
C 0.51 -0.06 -3.36 -0.026
Si 0.85 0.95 -1.78 -0.104
C 0.45 2.73 -2.26 -0.020
C 2.72 0.79 -1.53 -0.007
C 3.63 1.07 -2.55 -0.002
C 4.99 0.92 -2.36 0.000
C 5.46 0.48 -1.12 0.000
C 4.57 0.21 -0.10 -0.002
C 3.19 0.36 -0.29 -0.007
Si 1.95 0.10 1.12 -0.121
C 2.50 -1.50 2.01 -0.033
C 2.45 1.39 2.41 -0.022
H 1.18 0.31 -4.14 -0.005
H -0.51 0.05 -3.73 0.000
H 0.72 -1.13 -3.24 0.000
H 0.91 2.97 -3.22 -0.004
H 0.81 3.44 -1.52 0.000
H -0.63 2.89 -2.35 0.000
H 3.27 1.42 -3.52 0.000
H 5.68 1.14 -3.16 0.000
H 6.53 0.36 -0.96 0.000
H 4.96 -0.11 0.86 0.000
H 3.58 -1.41 2.15 -0.005
H 2.32 -2.45 1.52 0.000
H 2.06 -1.56 3.01 0.000
H 3.45 1.11 2.77 -0.004
H 1.77 1.46 3.26 0.000
H 2.50 2.39 1.96 0.000
Te -0.70 2.87 1.46 0.057
C -0.32 4.74 0.54 0.016
C 0.99 5.16 0.35 0.004
C 1.27 6.41 -0.20 0.000
C 0.23 7.25 -0.57 0.003
C -1.08 6.84 -0.39 0.000
C -1.36 5.59 0.16 0.005
H 1.81 4.51 0.63 0.000
H 2.29 6.72 -0.34 0.000
H 0.44 8.23 -0.99 0.000
H -1.90 7.49 -0.67 0.000
H -2.38 5.28 0.30 0.001
S -5.07 1.04 -0.71 0.004
C -3.44 1.11 -0.17 0.012
N -2.60 0.32 -0.76 0.017
C -3.24 -0.43 -1.74 0.002
C -2.64 -1.36 -2.60 0.000
C -3.42 -2.02 -3.52 0.000
C -4.79 -1.77 -3.62 0.000
C -5.40 -0.85 -2.79 0.000
C -4.61 -0.18 -1.86 0.001
H -3.11 1.81 0.59 0.002
H -1.57 -1.52 -2.53 0.001
H -2.96 -2.73 -4.19 0.000
H -5.38 -2.30 -4.35 0.000
H -6.46 -0.64 -2.87 0.000
```

No. 2
A structure of composition C33H42FeN12OTe. Source: OMol25; level of theory: ωB97M-V/def2-TZVPD.

LUMO energy (alpha / beta): -1.59 / -2.58 eV
molar mass: 806.227 g mol⁻¹
2S+1: 5
energy above the lowest of the compared OMol25 structures with the same formula, charge and spin: 21.81 kcal/mol

The geometry in XYZ format:
```
90
Properties=species:S:1:pos:R:3:lowdin_spin:R:1
Fe -0.03 -0.05 0.39 3.253
N 2.64 1.31 2.14 0.008
C 1.59 0.73 2.78 0.015
N 1.51 0.38 4.05 0.002
N 0.31 -0.20 4.19 0.018
N -0.32 -0.23 3.08 0.016
N 0.46 0.38 2.13 0.043
C 2.71 1.39 0.76 0.005
N 3.72 1.91 0.09 0.001
N 3.37 1.78 -1.20 0.005
N 2.22 1.23 -1.31 0.002
N 1.75 0.96 -0.07 0.033
H 3.45 1.58 2.67 0.000
C -1.85 -8.07 4.82 0.002
C -1.60 -6.98 3.80 0.012
C -2.62 -6.49 3.01 -0.003
C -2.39 -5.50 2.07 0.011
C -3.53 -4.97 1.24 0.019
C -1.09 -4.99 1.91 0.027
Te -0.80 -3.35 0.52 0.576
N -0.39 -1.11 -0.95 -0.410
C -0.96 -1.62 -2.01 0.001
O -1.40 -2.81 -1.99 0.140
C -1.12 -0.78 -3.23 -0.012
C -2.14 -1.06 -4.13 0.001
C -2.30 -0.28 -5.26 -0.002
C -1.43 0.78 -5.50 0.004
C -0.41 1.06 -4.60 0.000
C -0.25 0.29 -3.46 0.001
C 0.83 -4.29 -0.47 0.028
C 0.58 -5.50 -1.13 0.011
C -0.78 -6.13 -1.19 0.015
C 1.64 -6.14 -1.77 0.000
C 2.92 -5.60 -1.79 0.006
C 4.06 -6.29 -2.49 0.001
C 3.12 -4.39 -1.15 -0.001
C 2.10 -3.71 -0.48 0.009
C 2.45 -2.41 0.19 0.023
C -0.06 -5.44 2.73 0.017
C 1.33 -4.86 2.67 0.014
C -0.33 -6.44 3.66 -0.001
H -2.88 -8.41 4.78 0.000
H -1.64 -7.70 5.82 0.001
H -1.19 -8.92 4.64 0.001
H -3.63 -6.88 3.13 0.000
H -4.47 -5.46 1.51 0.001
H -3.35 -5.13 0.17 0.005
H -3.66 -3.89 1.40 0.005
H -2.79 -1.90 -3.93 0.000
H -3.10 -0.49 -5.96 0.000
H -1.55 1.39 -6.39 0.000
H 0.27 1.88 -4.79 0.000
H 0.54 0.51 -2.75 -0.002
H -1.55 -5.36 -1.29 0.010
H -0.99 -6.71 -0.29 0.000
H -0.86 -6.79 -2.05 0.001
H 1.45 -7.08 -2.28 0.000
H 3.76 -7.25 -2.88 0.000
H 4.89 -6.43 -1.80 0.000
H 4.41 -5.67 -3.31 0.000
H 4.12 -3.95 -1.16 0.000
H 3.43 -2.48 0.66 0.002
H 1.72 -2.13 0.95 0.019
H 2.49 -1.61 -0.55 0.001
H 1.29 -3.78 2.52 0.011
H 1.91 -5.29 1.86 0.000
H 1.86 -5.05 3.60 0.001
H 0.47 -6.79 4.30 0.000
C -4.00 3.00 -3.51 0.000
C -4.10 3.21 -2.00 0.001
N -2.82 3.06 -1.30 0.003
C -1.94 4.22 -1.25 0.000
C -0.86 4.21 -2.34 0.000
C -2.42 1.88 -0.78 0.007
C -3.36 0.71 -0.87 0.002
N -1.29 1.70 -0.18 0.035
H -5.00 2.94 -3.94 0.000
H -3.48 2.06 -3.73 0.000
H -3.46 3.81 -3.99 0.000
H -4.82 2.51 -1.58 0.000
H -4.47 4.21 -1.79 0.000
H -1.47 4.27 -0.27 0.000
H -2.56 5.11 -1.34 0.000
H -0.35 3.24 -2.35 0.000
H -0.12 4.99 -2.15 0.000
H -1.30 4.37 -3.32 0.000
H -4.24 0.86 -0.25 0.000
H -2.83 -0.17 -0.51 0.003
H -3.67 0.52 -1.90 0.000
H -0.71 2.53 -0.13 0.001
```

No. 3
A structure of composition C33H42N4O3S2TeTi. Source: OMol25; level of theory: ωB97M-V/def2-TZVPD.

LUMO energy: -6.06 eV
molar mass: 782.325 g mol⁻¹
energy above the lowest of the compared OMol25 structures with the same formula, charge and spin: 28.54 kcal/mol
net charge: +2

The geometry in XYZ format:
```
86
Properties=species:S:1:pos:R:3:lowdin_charge:R:1
Ti 0.24 -0.09 -0.24 0.741
C -2.37 -0.45 3.33 -0.196
S -2.75 -0.83 1.63 0.959
C -3.57 0.69 1.15 -0.211
O -1.40 -0.87 0.91 -0.656
H -1.62 0.35 3.38 0.046
H -2.01 -1.35 3.81 0.066
H -3.29 -0.12 3.81 0.082
H -4.61 0.61 1.49 0.077
H -3.54 0.73 0.07 0.065
H -3.09 1.56 1.59 0.059
C 3.22 2.50 -1.58 -0.017
C 1.82 1.99 -1.65 -0.580
O 0.95 2.44 -2.36 0.060
N 1.50 0.88 -0.82 -0.115
Te 3.75 -1.17 -0.96 1.518
C 4.72 -2.99 -1.37 -0.430
C 5.16 -3.26 -2.68 -0.321
C 4.92 -2.37 -3.86 -0.084
C 5.88 -4.43 -2.91 -0.006
C 6.17 -5.33 -1.90 -0.249
C 6.97 -6.57 -2.17 -0.035
C 5.72 -5.04 -0.62 -0.004
C 5.01 -3.89 -0.33 -0.296
C 4.58 -3.66 1.09 -0.065
C 1.93 -2.03 -0.22 -0.494
C 1.25 -2.98 -1.01 -0.299
C 1.53 -3.16 -2.47 -0.053
C 0.34 -3.84 -0.40 -0.007
C 0.04 -3.79 0.95 -0.258
C -0.89 -4.77 1.59 -0.020
C 0.65 -2.79 1.70 -0.025
C 1.58 -1.90 1.15 -0.391
C 2.26 -0.93 2.09 -0.068
H 3.23 3.55 -1.87 0.095
H 3.82 1.95 -2.30 0.083
H 3.66 2.36 -0.60 0.079
H 4.08 -1.68 -3.72 0.017
H 4.73 -2.97 -4.75 0.087
H 5.80 -1.76 -4.07 0.095
H 6.22 -4.64 -3.92 0.125
H 7.12 -6.72 -3.24 0.080
H 6.47 -7.45 -1.76 0.087
H 7.95 -6.51 -1.70 0.093
H 5.95 -5.74 0.19 0.125
H 5.02 -4.40 1.75 0.086
H 3.49 -3.72 1.20 0.069
H 4.89 -2.67 1.44 0.064
H 1.63 -2.19 -2.97 0.064
H 0.74 -3.73 -2.95 0.089
H 2.48 -3.69 -2.62 0.087
H -0.13 -4.60 -1.02 0.131
H -1.40 -5.38 0.85 0.081
H -1.64 -4.27 2.21 0.082
H -0.34 -5.45 2.25 0.101
H 0.42 -2.69 2.76 0.137
H 1.58 -0.63 2.89 0.086
H 2.65 -0.05 1.59 0.048
H 3.11 -1.43 2.55 0.096
S -0.82 -0.27 -2.39 0.806
C -2.03 -1.51 -2.46 -0.609
N -2.28 -2.38 -1.45 0.076
C -3.19 -3.37 -1.51 -0.032
C -3.94 -3.55 -2.64 -0.012
C -3.72 -2.68 -3.71 0.003
C -2.79 -1.67 -3.63 -0.053
H -1.73 -2.27 -0.60 0.085
H -3.27 -3.99 -0.63 0.138
H -4.67 -4.34 -2.68 0.127
H -4.30 -2.79 -4.62 0.133
H -2.61 -1.00 -4.46 0.122
N 0.21 4.54 4.21 0.210
C -0.12 3.35 3.69 -0.490
O -0.18 2.31 4.33 0.062
C -0.45 3.30 2.22 -0.090
C -1.01 4.32 1.45 0.035
C -1.38 4.05 0.14 0.009
C -1.19 2.77 -0.37 -0.101
N -0.65 1.80 0.37 -0.042
C -0.28 2.07 1.62 -0.086
H 0.41 4.59 5.20 0.134
H 0.35 5.36 3.65 0.114
H -1.18 5.30 1.87 0.130
H -1.82 4.81 -0.48 0.128
H -1.44 2.52 -1.39 0.109
H 0.14 1.26 2.22 0.114
```

What did the first record say?
A structure of composition C33H42As2MnNSSi2Te. Source: OMol25; level of theory: ωB97M-V/def2-TZVPD.

LUMO energy (alpha / beta): 0.09 / 0.02 eV
molar mass: 873.327 g mol⁻¹
2S+1: 5
energy above the lowest of the compared OMol25 structures with the same formula, charge and spin: 23.37 kcal/mol

The geometry in XYZ format:
```
83
Properties=species:S:1:pos:R:3:lowdin_spin:R:1
Mn -0.54 0.22 0.22 4.175
C -0.54 -0.16 4.18 0.003
As -1.22 -0.82 2.48 0.003
C -3.13 -0.95 2.86 -0.001
C -0.71 -2.70 2.55 0.001
C -0.87 -3.38 3.76 0.000
C -0.44 -4.68 3.91 0.000
C 0.16 -5.33 2.84 0.000
C 0.30 -4.68 1.62 0.000
C -0.14 -3.36 1.46 0.000
As -0.05 -2.53 -0.32 0.035
C -1.07 -3.93 -1.25 0.016
C 1.72 -3.04 -0.99 0.004
H -1.11 -0.58 5.01 0.000
H -0.62 0.92 4.17 0.000
H 0.51 -0.44 4.27 0.000
H -3.30 -1.57 3.74 0.000
H -3.63 -1.39 2.00 0.000
H -3.52 0.06 3.04 0.000
H -1.32 -2.87 4.60 0.000
H -0.56 -5.19 4.85 0.000
H 0.52 -6.35 2.94 0.000
H 0.77 -5.20 0.80 0.000
H -2.13 -3.79 -1.07 0.000
H -0.77 -4.92 -0.91 0.002
H -0.89 -3.86 -2.33 0.000
H 2.03 -4.00 -0.60 0.001
H 2.45 -2.27 -0.75 0.000
H 1.63 -3.11 -2.08 0.000
C 0.51 -0.06 -3.36 -0.026
Si 0.85 0.95 -1.78 -0.104
C 0.45 2.73 -2.26 -0.020
C 2.72 0.79 -1.53 -0.007
C 3.63 1.07 -2.55 -0.002
C 4.99 0.92 -2.36 0.000
C 5.46 0.48 -1.12 0.000
C 4.57 0.21 -0.10 -0.002
C 3.19 0.36 -0.29 -0.007
Si 1.95 0.10 1.12 -0.121
C 2.50 -1.50 2.01 -0.033
C 2.45 1.39 2.41 -0.022
H 1.18 0.31 -4.14 -0.005
H -0.51 0.05 -3.73 0.000
H 0.72 -1.13 -3.24 0.000
H 0.91 2.97 -3.22 -0.004
H 0.81 3.44 -1.52 0.000
H -0.63 2.89 -2.35 0.000
H 3.27 1.42 -3.52 0.000
H 5.68 1.14 -3.16 0.000
H 6.53 0.36 -0.96 0.000
H 4.96 -0.11 0.86 0.000
H 3.58 -1.41 2.15 -0.005
H 2.32 -2.45 1.52 0.000
H 2.06 -1.56 3.01 0.000
H 3.45 1.11 2.77 -0.004
H 1.77 1.46 3.26 0.000
H 2.50 2.39 1.96 0.000
Te -0.70 2.87 1.46 0.057
C -0.32 4.74 0.54 0.016
C 0.99 5.16 0.35 0.004
C 1.27 6.41 -0.20 0.000
C 0.23 7.25 -0.57 0.003
C -1.08 6.84 -0.39 0.000
C -1.36 5.59 0.16 0.005
H 1.81 4.51 0.63 0.000
H 2.29 6.72 -0.34 0.000
H 0.44 8.23 -0.99 0.000
H -1.90 7.49 -0.67 0.000
H -2.38 5.28 0.30 0.001
S -5.07 1.04 -0.71 0.004
C -3.44 1.11 -0.17 0.012
N -2.60 0.32 -0.76 0.017
C -3.24 -0.43 -1.74 0.002
C -2.64 -1.36 -2.60 0.000
C -3.42 -2.02 -3.52 0.000
C -4.79 -1.77 -3.62 0.000
C -5.40 -0.85 -2.79 0.000
C -4.61 -0.18 -1.86 0.001
H -3.11 1.81 0.59 0.002
H -1.57 -1.52 -2.53 0.001
H -2.96 -2.73 -4.19 0.000
H -5.38 -2.30 -4.35 0.000
H -6.46 -0.64 -2.87 0.000
```

Question: Among the records above, which one has the lowest molar mass?
Answer: C33H42N4O3S2TeTi

Question: The lowest molar mass belongs to which entry?
Answer: C33H42N4O3S2TeTi